# 1
The following is a quantum chemistry calculation of 8 unconnected molecules or ions with the total composition C34H82Cl4O20P2, from the Open Molecules 2025 dataset.

Element x y z (Å)
Cl -10.39006 -24.48104 37.76737
C -11.10679 -22.81932 37.67711
C -10.12785 -21.88770 38.34631
Cl -10.50693 -20.19471 37.93078
H -12.08907 -22.88638 38.12463
H -11.12020 -22.62069 36.61045
H -9.12276 -22.13928 38.01795
H -10.14311 -21.96406 39.43022
Cl -7.04061 -21.06338 35.38576
C -7.08429 -20.24002 36.94495
C -5.98612 -19.17526 37.09759
Cl -4.42086 -19.60385 36.38268
H -7.06365 -20.95359 37.76400
H -7.99738 -19.65394 36.97293
H -5.76864 -18.84818 38.11561
H -6.37228 -18.25713 36.65051
C -5.96486 -21.36341 43.77130
O -5.47309 -20.21209 43.08691
P -6.41462 -18.99234 42.71778
O -5.68104 -17.96099 42.00934
O -7.63624 -19.65106 41.99004
C -7.66390 -19.77417 40.57611
O -7.11597 -18.58116 44.06318
C -6.27671 -18.28026 45.18405
H -6.12334 -22.19528 43.07849
H -6.90777 -21.15239 44.27210
H -5.16872 -21.69754 44.43462
H -6.91010 -20.52521 40.30759
H -7.42063 -18.83229 40.08518
H -8.60268 -20.16792 40.20469
H -5.26533 -17.98888 44.88401
H -6.17158 -19.14831 45.83229
H -6.72158 -17.42132 45.67689
C 2.27352 -20.56677 32.37889
O 1.53135 -19.89125 33.39520
P 0.56491 -20.77863 34.30484
O 1.03987 -22.13614 34.49930
O -0.84839 -20.68964 33.61002
C -1.68624 -19.53963 33.82303
O 0.43843 -19.89035 35.59565
C 1.00450 -20.27382 36.85850
H 2.47262 -19.85813 31.57634
H 1.74139 -21.40570 31.92780
H 3.21166 -20.94198 32.78368
H -2.48167 -19.59727 33.08390
H -1.18298 -18.58111 33.71026
H -2.13743 -19.63366 34.80674
H 0.22040 -20.61817 37.52404
H 1.47766 -19.37850 37.26140
H 1.79634 -21.01069 36.73971
C -8.04989 -22.12056 32.01270
O -8.42129 -23.22024 31.22378
C -9.24471 -22.84232 30.13651
C -9.93106 -24.08118 29.60141
O -9.00110 -24.99319 29.10622
C -9.45968 -26.33337 29.13939
C -9.44948 -26.94914 30.51920
O -8.12211 -27.17208 30.93577
C -7.57157 -26.23632 31.85365
H -8.94902 -21.79151 32.56416
H -7.78147 -21.23886 31.41923
H -7.28945 -22.37683 32.74085
H -8.58094 -22.45315 29.34612
H -9.96531 -22.04881 30.36213
H -10.60985 -23.77021 28.79116
H -10.57095 -24.46201 30.40825
H -8.76775 -26.91223 28.52371
H -10.42658 -26.41225 28.61904
H -9.92522 -27.93331 30.50813
H -9.98638 -26.32506 31.24195
H -6.62474 -25.88412 31.44148
H -7.32983 -26.76546 32.78255
H -8.24052 -25.40294 32.05696
C -3.55775 -16.06613 37.71624
O -4.70539 -15.81082 38.47505
C -4.74554 -14.55440 39.09353
C -5.35244 -14.64486 40.48391
O -5.19908 -13.44893 41.20591
C -3.93201 -13.33510 41.84397
C -3.86015 -12.04319 42.63157
O -4.99455 -11.82713 43.43911
C -6.07584 -11.13682 42.83622
H -3.44672 -17.14629 37.61892
H -2.60441 -15.70990 38.11923
H -3.66723 -15.65845 36.70143
H -5.36548 -13.87663 38.48558
H -3.77535 -14.04287 39.14830
H -4.99406 -15.52813 41.02343
H -6.42902 -14.82059 40.39244
H -3.14854 -13.36800 41.07383
H -3.78021 -14.19930 42.50208
H -3.49915 -11.15652 42.10679
H -3.10522 -12.26240 43.40165
H -6.96008 -11.77160 42.79658
H -5.82972 -10.69506 41.87128
H -6.32104 -10.30527 43.51126
C -2.49484 -19.82225 39.35140
O -2.13675 -18.49548 39.67590
C -2.25652 -18.23849 41.05545
C -2.12266 -16.75558 41.30163
O -0.78065 -16.36969 41.59470
C -0.43137 -16.55512 42.94508
C 1.06881 -16.66084 43.04022
O 1.40329 -17.22654 44.30941
C 2.78157 -17.35133 44.48514
H -2.02593 -20.01474 38.38824
H -3.57688 -19.92451 39.18308
H -2.24392 -20.49658 40.17463
H -1.49980 -18.80981 41.60876
H -3.24138 -18.53030 41.44618
H -2.80954 -16.36115 42.05827
H -2.35647 -16.20334 40.39037
H -0.84433 -17.49342 43.34238
H -0.81004 -15.72092 43.54786
H 1.54394 -15.67542 42.94009
H 1.49660 -17.33815 42.29183
H 2.97057 -17.99546 45.34448
H 3.24012 -16.38532 44.74253
H 3.27410 -17.77830 43.60415
C -6.78788 -23.13209 39.32384
O -7.91142 -23.13416 40.19528
C -8.36236 -24.42254 40.47286
C -7.75029 -25.04895 41.69931
O -6.35895 -25.28238 41.51136
C -5.77360 -26.14218 42.49258
C -4.61469 -26.86124 41.86559
O -4.03239 -27.64010 42.90749
C -3.62540 -28.94152 42.50553
H -7.07048 -23.46881 38.31588
H -5.99165 -23.78650 39.67816
H -6.38660 -22.12130 39.24281
H -8.39977 -25.08930 39.61006
H -9.42662 -24.36925 40.75286
H -8.25807 -26.00649 41.89760
H -7.90047 -24.44792 42.60703
H -6.47620 -26.88997 42.87495
H -5.49068 -25.48322 43.31942
H -3.83818 -26.21060 41.45207
H -4.94683 -27.50968 41.04861
H -4.45835 -29.64211 42.60019
H -2.84735 -29.26591 43.19904
H -3.16881 -28.91677 41.51405

Atoms 1-6, force components in eV/Å:
-0.2572 0.0374 0.0534
0.7720 -0.6116 -0.3844
-0.0738 -0.1224 0.3577
-0.0799 0.0705 -0.0326
-0.0923 0.2638 -0.0255
-0.4076 0.1853 0.0239

Calculated values
**Structure (SMILES)**: COP(=O)(OC)OC.COP(=O)(OC)OC.COCCOCCOC.COCCOCCOC.COCCOCCOC.COCCOCCOC.ClCCCl.ClCCCl
**Molar mass**: 1014.8 g/mol

These are the Löwdin partial charges, in e, on atoms 1 to 2: atom 1 (Cl): 0.58, atom 2 (C): -0.59

# 2
The following is a quantum chemistry calculation of 6 unconnected molecules or ions with the total composition C34H84Cl2N2O24P6, from the Open Molecules 2025 dataset.

Element x y z (Å)
C 3.12862 -7.03680 3.68210
C 1.93206 -5.98879 3.71555
Cl 1.43393 -5.80468 5.49474
C 2.37072 -4.50798 3.23244
Cl 3.61880 -3.94158 4.48330
O 1.28589 -3.55331 3.31497
C 0.44467 -3.54836 2.15868
O 0.75212 -2.80896 1.18377
N -0.81352 -4.30113 2.02139
O -0.57213 -5.27619 1.06248
P -1.35022 -5.01915 3.57162
N -1.52520 -3.80477 4.81908
O -2.96292 -5.61456 3.33874
H 2.72514 -8.00611 4.13040
H 3.54658 -7.24724 2.64991
H 3.99798 -6.67458 4.32510
H 1.08010 -6.39338 3.08797
H 2.92214 -4.51342 2.24078
H -1.13930 -6.06192 1.21562
H -0.61801 -3.34497 5.00062
H -2.26381 -3.11666 4.62343
H -3.29947 -5.28356 2.47287
O 2.78988 2.48794 3.17300
P 1.66615 2.78363 2.17400
O 1.93592 1.49550 1.16511
C 1.44129 0.22940 1.59481
C -0.07948 0.19318 1.62302
O 2.53372 3.96428 1.38800
C 3.67278 4.58822 1.97339
C 4.94538 3.84482 1.60489
O 0.30451 3.17839 1.21558
C 0.28300 4.25804 0.28089
C 1.03241 3.95414 -1.00703
H 1.85179 -0.01178 2.58086
H 1.81107 -0.51965 0.89180
H -0.47126 0.88812 2.37380
H -0.43754 -0.80692 1.86879
H -0.49099 0.49185 0.65761
H 3.55486 4.68063 3.05563
H 3.72373 5.60808 1.58544
H 4.86972 2.77126 1.77331
H 5.79492 4.23039 2.17632
H 5.15624 3.97971 0.54019
H 0.63676 5.17565 0.75774
H -0.76748 4.43446 0.03139
H 2.02830 3.53682 -0.84650
H 1.13583 4.86337 -1.60340
H 0.48622 3.21322 -1.59653
O -6.67196 5.86160 2.76928
P -5.25056 6.43074 2.83266
O -5.56951 7.87607 2.08266
C -6.18460 8.88675 2.87431
C -5.26424 9.39310 3.97390
O -4.72127 5.53408 1.53760
C -5.42216 4.38487 1.07074
C -6.42899 4.76455 -0.00175
O -3.64882 6.97761 3.08173
C -2.52742 6.51812 2.32325
C -2.45577 7.12072 0.92931
H -7.11817 8.50372 3.29912
H -6.44083 9.71123 2.20417
H -5.05013 8.60097 4.69855
H -5.72439 10.22581 4.50963
H -4.30978 9.71991 3.55844
H -5.89293 3.85072 1.89942
H -4.68406 3.69979 0.64844
H -7.06021 5.60275 0.29091
H -7.06944 3.91210 -0.24672
H -5.90245 5.07236 -0.90955
H -2.50959 5.42566 2.30243
H -1.63233 6.82314 2.87339
H -3.40016 7.07306 0.38347
H -1.69318 6.60795 0.33856
H -2.19354 8.17934 0.98834
O 1.73324 -8.87177 -1.99548
P 3.14195 -8.36025 -1.67340
O 3.01877 -6.90362 -2.45855
C 2.30611 -5.87112 -1.78566
C 3.02112 -5.40015 -0.53084
O 3.86136 -9.26642 -2.86507
C 3.21385 -10.38531 -3.46586
C 2.42953 -9.95962 -4.69543
O 4.69140 -7.87511 -1.13395
C 5.91389 -8.37394 -1.68238
C 6.25706 -7.76953 -3.03459
H 1.29653 -6.21998 -1.54364
H 2.20866 -5.03737 -2.48534
H 3.06498 -6.20415 0.21257
H 2.49940 -4.55097 -0.08354
H 4.04779 -5.10964 -0.75923
H 2.58346 -10.90717 -2.74204
H 3.99012 -11.09480 -3.75911
H 1.78684 -9.10005 -4.50849
H 1.81280 -10.78515 -5.06267
H 3.12076 -9.66551 -5.49024
H 5.89604 -9.46570 -1.71085
H 6.70483 -8.10423 -0.97682
H 5.42513 -7.78061 -3.74121
H 7.09448 -8.30852 -3.48327
H 6.54192 -6.72071 -2.91811
O 0.13360 9.19454 0.08521
P 1.56027 9.69567 0.33217
O 1.39042 11.18148 -0.38606
C 0.73276 12.18956 0.37484
C 1.54285 12.60986 1.59119
O 2.19169 8.83254 -0.93898
C 1.49506 7.74008 -1.53169
C 0.63079 8.21384 -2.68777
O 3.14561 10.15536 0.78199
C 4.32451 9.67418 0.13266
C 4.57777 10.32840 -1.21624
H -0.25848 11.83507 0.67573
H 0.58958 13.04996 -0.28364
H 1.63933 11.78154 2.30052
H 1.06065 13.44232 2.10740
H 2.55133 12.90691 1.29961
H 0.91253 7.19649 -0.78347
H 2.24242 7.03629 -1.90408
H 0.01043 9.07042 -2.42656
H -0.01742 7.40560 -3.03966
H 1.26758 8.53140 -3.51819
H 4.29861 8.58420 0.06431
H 5.16344 9.91450 0.79192
H 3.69936 10.34668 -1.86401
H 5.37949 9.80425 -1.74134
H 4.87586 11.37120 -1.08018
O -5.52408 -6.54320 -2.22227
P -4.16086 -6.53229 -2.92195
O -4.34730 -7.94668 -3.76852
C -5.13679 -7.88581 -4.95188
C -4.47847 -7.04926 -6.03779
O -3.35257 -7.09253 -1.58084
C -3.91556 -7.03237 -0.27543
C -4.68379 -8.30376 0.04197
O -2.65983 -6.32093 -3.71300
C -1.39398 -6.54330 -3.08428
C -1.04293 -8.01529 -2.93790
H -6.12994 -7.49270 -4.71146
H -5.26511 -8.91104 -5.30812
H -4.40349 -6.00115 -5.73076
H -5.05879 -7.09002 -6.96170
H -3.46563 -7.40270 -6.23670
H -4.53782 -6.14140 -0.15881
H -3.09014 -6.92165 0.43318
H -5.37964 -8.58302 -0.74792
H -5.24074 -8.19325 0.97721
H -3.98593 -9.13840 0.15285
H -1.34961 -6.01116 -2.13072
H -0.64116 -6.07531 -3.72538
H -1.85011 -8.61774 -2.51612
H -0.16246 -8.12733 -2.29979
H -0.82069 -8.45002 -3.91627

Atoms 1-6, force components in eV/Å:
0.0087 0.0442 0.5724
1.1628 0.2210 -0.2236
-0.1495 -0.5230 -1.4218
0.6620 -1.1106 1.1815
-0.7617 0.0742 -1.3760
-1.0421 -1.1446 -1.5707

Calculated values
**Structure (SMILES)**: C[C@@H](Cl)[C@H](Cl)OC(=O)N(O)P(N)O.CCOP(=O)(OCC)OCC.CCOP(=O)(OCC)OCC.CCOP(=O)(OCC)OCC.CCOP(=O)(OCC)OCC.CCOP(=O)(OCC)OCC
**Molar mass**: 1161.8 g/mol

These are the Löwdin partial charges, in e, on atoms 1 to 2: atom 1 (C): -0.15, atom 2 (C): -0.67

# 3
The following is a quantum chemistry calculation of 10 unconnected molecules or ions with the total composition C34H87F2N3O29P5, from the Open Molecules 2025 dataset.

Element x y z (Å)
C 1.08718 0.11406 -1.35313
N 0.04780 -0.77913 -0.51504
C -1.12738 -1.15906 -1.40376
C 0.80679 -2.12938 -0.07787
C -0.24542 0.12721 0.66116
C -1.01168 -0.51163 1.83579
O -2.37234 -0.54189 1.59115
H 0.68471 1.12175 -1.45647
H 1.24958 -0.35982 -2.32120
H 2.07376 0.31726 -0.93663
H -1.53625 -2.10495 -1.04848
H -0.63257 -1.38216 -2.34900
H -1.74686 -0.30438 -1.67556
H 1.31050 -1.94108 0.87024
H 1.51695 -2.51117 -0.81137
H -0.04187 -2.80551 0.02566
H -0.55377 1.12722 0.35622
H 0.74875 0.37664 1.03197
H -0.93058 0.06019 2.76021
H -0.63344 -1.48946 2.13395
H -2.88316 -0.61020 2.40109
C 3.14191 4.69124 1.26405
C 2.87571 3.15666 0.94732
C 3.21729 2.17636 2.11944
O 3.19401 0.86610 1.56317
C 4.18118 -0.06500 2.08574
N 1.48691 3.07649 0.61153
H 2.92657 5.35624 0.42768
H 4.17138 4.75785 1.61599
H 2.39895 4.98386 2.00599
H 3.38407 2.82184 0.04312
H 2.63157 2.26116 3.03478
H 4.21121 2.45135 2.47242
H 4.07315 -1.12508 1.85626
H 4.36085 -0.01201 3.15953
H 5.03663 0.34872 1.55176
H 1.25651 3.85428 0.00981
H 0.85316 2.87939 1.37285
C -3.09351 -3.77533 0.36870
C -3.31288 -4.87690 1.46908
C -2.77272 -4.38975 2.85025
O -1.32412 -4.47812 3.00907
C -0.96083 -4.09500 4.32283
N -4.64977 -5.38851 1.44147
H -2.04842 -3.78927 0.05936
H -3.37440 -2.77667 0.70316
H -3.61987 -3.94948 -0.56977
H -2.64225 -5.70495 1.23954
H -3.30378 -5.05475 3.53133
H -3.15170 -3.39381 3.07955
H -0.05274 -4.50557 4.76433
H -1.83006 -4.12977 4.97959
H -0.71213 -3.03423 4.29101
H -5.20253 -4.67882 1.90068
H -4.86808 -5.37813 0.45540
C 0.21138 -5.57515 -0.15388
O -0.50349 -5.26317 -1.36348
P 0.19751 -5.33484 -2.83786
O 1.04884 -6.53357 -3.10869
O -1.00619 -5.13788 -3.96731
C -2.02397 -4.07082 -3.68504
O 1.08239 -3.89297 -2.90259
C 1.70618 -3.46509 -4.11286
H -0.10028 -6.37034 0.52335
H 0.25734 -4.82837 0.63878
H 1.24445 -5.82714 -0.39336
H -1.88922 -3.55886 -2.73224
H -2.97504 -4.57993 -3.84114
H -1.88527 -3.40602 -4.53763
H 1.42581 -4.12908 -4.93054
H 2.77257 -3.35006 -3.91875
H 1.39944 -2.53323 -4.58789
C -6.62060 1.00664 4.11503
O -6.06381 0.28976 5.22752
P -4.54633 -0.29565 5.07153
O -4.11105 -0.75575 3.73911
O -3.63195 0.86466 5.61017
C -3.10644 1.76700 4.70305
O -4.36453 -1.50608 6.12842
C -4.97911 -2.75920 5.77847
H -7.66988 0.72919 4.01438
H -6.15004 0.92439 3.13528
H -6.88026 1.97992 4.53143
H -3.86496 2.54978 4.70404
H -2.99163 1.30671 3.72170
H -2.21415 2.16732 5.18435
H -5.67915 -2.89573 6.60272
H -4.22392 -3.52386 5.96035
H -5.39750 -2.83633 4.77492
C 1.07703 8.02762 -4.31382
O 1.76314 6.78832 -4.71783
P 2.35974 5.67289 -3.70202
O 2.13904 5.95968 -2.24985
O 3.94490 5.66854 -4.17358
C 4.92676 4.94267 -3.43460
O 1.77361 4.27713 -4.31751
C 1.47762 3.18460 -3.44133
H 1.62790 8.80972 -4.83628
H 1.40268 8.28407 -3.30571
H -0.00673 8.13987 -4.34457
H 4.60037 4.66765 -2.43164
H 5.76774 5.63054 -3.34690
H 5.17672 4.04504 -4.00017
H 0.68095 2.57591 -3.86903
H 1.02737 3.56604 -2.52488
H 2.44946 2.73015 -3.24871
C 3.47308 3.48324 5.67274
O 3.09243 2.19929 6.11605
P 1.79218 1.36513 5.62257
O 0.91090 2.17501 4.73520
O 1.04137 0.72671 6.94969
C 1.62304 -0.28718 7.77271
O 2.41791 0.08802 4.85339
C 1.51667 -1.00883 4.57469
H 2.87717 3.96739 4.89906
H 4.49890 3.50889 5.30513
H 3.39063 4.19737 6.49208
H 0.92903 -1.07300 8.07096
H 1.96079 0.26683 8.64855
H 2.54837 -0.56920 7.27038
H 1.73942 -1.80959 5.27986
H 1.73668 -1.32584 3.55528
H 0.48123 -0.67530 4.50596
C 2.55043 0.77146 -6.18800
O 3.74419 1.18292 -5.44533
P 4.54862 0.28593 -4.30831
O 3.65763 -0.52493 -3.47442
O 5.57060 -0.62420 -5.26473
C 5.02930 -1.51678 -6.23576
O 5.61104 1.29168 -3.68647
C 6.29375 0.76953 -2.55113
H 1.80027 1.53480 -5.98140
H 2.42196 -0.26024 -5.86061
H 2.66128 0.79912 -7.27200
H 5.11972 -1.09527 -7.23688
H 4.12763 -2.10609 -6.06900
H 5.76485 -2.30860 -6.37750
H 5.66126 0.55071 -1.69079
H 7.21152 1.32988 -2.37283
H 6.76068 -0.15394 -2.89359
C -3.96023 1.85994 -1.20868
C -5.32674 1.66670 -0.67723
O -5.29438 2.42823 0.50890
C -4.03997 2.76587 0.84826
O -3.71722 3.37310 1.91943
O -3.25760 2.41362 -0.13360
F -5.38344 0.41012 -0.31032
H -3.99918 2.66070 -1.94717
H -3.53522 0.93853 -1.60675
H -6.15906 1.74240 -1.37695
C -3.59851 -0.36746 -6.14712
C -4.04257 -0.66207 -4.71131
O -3.20560 0.17537 -4.05500
C -2.01548 0.20838 -4.72310
O -1.03064 0.63527 -4.16481
O -2.14297 -0.25908 -5.95155
F -3.82948 -1.93991 -4.42508
H -3.91686 0.62829 -6.45573
H -3.94521 -1.15641 -6.81455
H -5.11118 -0.49797 -4.57258

Atoms 1-6, force components in eV/Å:
-0.8712 -0.4325 -0.4260
2.5627 0.6927 -0.7280
1.9328 0.0194 -0.6418
-1.5858 1.4742 -0.0481
0.8303 -0.8003 1.6622
-0.2279 0.7301 0.3435

Calculated values
**Net charge**: +1
**Molar mass**: 1194.9 g/mol

These are the Löwdin partial charges, in e, on atoms 1 to 2: atom 1 (C): 0.03, atom 2 (N): -0.23

| no. | DFT total energy (eV) | HOMO level (eV) | gap between HOMO and LUMO (eV) |
| --- | --- | --- | --- |
| 1 | -146202.39600 | -9.12 | 9.521 |
| 2 | -169511.36163 | -8.81 | 7.077 |
| 3 | -152394.69396 | -10.58 | 8.739 |